# 1
The following is a DFT calculation (ωB97M-V/def2-TZVPD) of a structure of composition C24H36F24N4O16PPbS8 at a distorted geometry.

Computed properties:
charge = -1
DFT total energy = -230624.425 eV
frontier orbital gap = 8.83 eV
LUMO energy = 1.220 eV

Structure (XYZ):
```
114
Properties=species:S:1:pos:R:3:forces:R:3
O 2.011250 4.167197 2.717090 0.23 -1.21 0.16
O -1.262273 1.321484 -0.529733 0.62 0.20 -0.09
H 3.068858 -1.782571 -3.708899 -0.51 0.08 -1.10
C 2.478183 0.068754 -2.699926 -0.23 -1.90 0.18
F 1.125662 2.438599 -1.532748 0.88 0.35 0.76
H 2.355560 0.795941 -3.502597 -0.18 -0.27 -0.30
C 4.190813 4.387463 4.285591 0.27 -2.94 1.34
H -2.262207 3.260061 -4.046610 -0.31 -0.11 0.19
F 4.828936 3.538764 3.438556 -1.13 0.42 0.65
C -2.368006 2.362501 -4.655947 0.15 -0.79 0.62
F 0.793561 0.859386 7.135067 1.10 -0.07 -0.06
O 6.233108 1.298055 1.902446 -2.18 0.74 -0.06
F 2.965514 -1.848573 1.759615 -0.19 -0.66 -0.21
C 3.925068 -1.143240 5.003644 0.74 -1.04 -0.99
C -2.451056 -5.777175 -6.268274 0.30 0.91 -0.35
H 0.775729 -2.545785 -4.371974 -0.17 0.00 -0.35
N 1.715321 2.900893 4.967783 1.66 3.16 -1.11
F 1.470540 1.947075 8.850699 0.46 0.39 -0.82
F -1.925173 -1.678010 5.689337 0.17 -0.38 0.54
O 4.946147 -0.363813 0.760697 -1.01 0.83 -0.06
C 0.537381 3.390777 -0.786158 -2.29 -2.31 0.92
O -2.995681 2.310589 2.360316 2.40 0.94 -0.07
H 2.249051 -2.200877 -2.355857 -0.44 0.41 0.62
O -2.090829 3.521923 0.051169 2.66 -1.19 0.91
C -2.470204 -3.144348 -4.429090 0.95 -0.50 -1.65
C -3.314021 -1.597651 -2.030759 0.75 0.12 0.04
H -1.439923 -6.182107 -6.226497 0.08 0.06 0.32
S -1.146112 -1.458457 3.221606 -7.97 -2.96 1.82
H -2.923999 -0.803512 -1.394103 0.15 0.32 0.00
O 1.840751 5.720703 4.625235 1.38 -4.20 -1.06
S 5.070213 -0.076839 3.970974 3.36 -0.10 -0.19
C -1.536570 4.695176 2.725132 -1.44 -1.43 -0.59
F 2.806723 -0.449159 5.116641 -0.67 -0.22 0.68
C -1.634397 -3.385481 -5.811686 -0.08 0.62 2.17
H -1.770078 2.959195 -6.592487 0.44 -0.16 -0.31
F 2.101223 -3.355710 0.420634 -0.43 0.57 1.08
C 3.960550 2.131570 0.437546 2.44 0.40 0.18
H -2.309381 -3.923642 -3.684147 -0.23 -0.42 -0.28
O -2.379556 -0.763493 2.753008 2.90 -0.33 1.33
O -1.356999 -2.912536 3.059969 1.69 1.73 0.51
S 1.381519 3.366956 6.473791 -2.84 1.90 3.48
H -0.630201 -3.742021 -5.582392 -0.08 -0.34 0.08
C -0.369158 -1.698819 -2.768544 -1.17 0.72 -1.17
S 0.474156 -1.275732 1.216333 0.31 -0.52 -2.92
H -4.308790 -1.288003 -2.351173 -0.06 -0.13 -0.13
N -0.338428 2.252397 1.605035 -3.30 1.68 1.80
F 2.948113 1.290159 7.420582 0.59 -0.46 -0.30
N 0.153797 -0.796523 2.834188 3.40 -0.26 -4.69
H -3.426674 -1.863115 0.720157 -0.09 0.16 -0.04
Pb 1.496079 1.308864 3.000211 -0.43 0.85 0.30
S 4.880213 0.822664 1.592002 3.87 -0.12 -4.53
H 1.847626 0.382553 -1.868045 -0.04 -0.26 -0.13
H -2.798414 1.148726 -2.891352 -0.17 0.17 0.00
F -0.117786 4.102737 -1.633326 -0.76 2.20 -1.72
H -5.678712 -2.949734 1.514637 0.42 0.28 0.16
H -2.961757 -6.402732 -7.000370 -0.40 0.05 0.32
H -3.383773 -3.885887 -6.889001 -0.16 -0.19 -0.22
F -0.734933 5.134303 1.750912 0.09 0.31 1.44
F 1.579117 -3.296034 2.595532 0.27 -0.09 -1.09
F 0.295055 -1.725068 5.559317 -1.02 -0.36 -0.47
C -5.353613 -2.877707 0.476750 -0.54 -1.08 -0.32
F 1.328134 4.134641 -0.059966 0.56 -0.24 -0.13
C -2.391089 -4.315084 -6.753140 0.59 0.06 0.08
H -6.048650 -2.189474 -0.004254 0.58 0.65 -0.12
F 4.643339 5.550331 4.083886 0.47 2.75 -0.80
F -0.770985 0.109951 5.325702 -0.21 0.00 -0.12
O -0.090854 3.598613 6.684754 3.88 -0.99 -0.60
H -5.670889 -3.832408 0.057232 -0.01 -0.35 -0.09
H -3.868708 -3.633396 -1.779896 -0.29 -0.22 0.11
H -1.166888 1.136131 -3.365552 0.25 -0.11 -0.06
F 4.491375 -1.452923 6.160748 -0.32 0.95 0.05
F -1.254598 5.037808 3.968457 1.00 0.29 -0.76
H -1.052356 1.394087 -6.029020 0.01 0.13 -0.53
H -3.328192 -3.560389 0.830235 -0.28 -0.13 0.10
O 6.005685 -1.020306 3.341528 -2.39 0.91 0.83
S 2.291518 4.371974 4.120893 -1.78 2.68 1.47
C 1.887814 -2.584766 1.503115 -0.44 1.25 0.55
H -3.481010 -3.166689 -4.836343 -0.41 0.12 0.77
H -0.403562 2.904264 -5.450782 -0.11 0.09 0.11
C -0.858591 -1.194166 5.086601 0.03 0.60 -0.79
H -1.443805 -2.386535 -6.203980 -0.31 -0.06 -0.51
N 3.906176 0.700745 2.779878 1.33 -1.33 3.76
H -3.391274 2.293990 -5.025170 -0.02 0.36 -0.33
H -3.490937 -0.349611 -4.673389 -0.34 0.31 -0.41
H -2.905340 -5.772034 -5.277463 -0.10 -0.57 -0.10
C -1.326853 2.413874 -5.759255 -0.34 0.04 -0.13
H -0.345731 -2.608441 -2.168422 0.39 -0.11 -0.15
C 0.740903 -1.587272 -3.854158 1.70 -1.47 0.87
O 1.050224 -0.181483 0.417173 -0.07 -1.10 2.38
F 2.671005 1.958289 0.519999 -1.29 -0.06 0.44
C -3.847238 -2.770675 0.287065 0.83 0.47 -1.30
H -1.918816 -0.307059 -5.447998 0.12 -0.17 0.10
H 0.655338 -0.806276 -4.609683 -0.44 0.19 0.26
H -1.859557 -4.276654 -7.703988 -0.20 0.00 -0.21
F 4.304891 1.920179 -0.848933 0.11 0.05 0.83
H -2.297618 -3.325165 -1.157634 0.21 0.33 0.10
C 2.178148 -1.471696 -3.162925 -0.39 2.32 0.50
F 4.275082 3.423629 0.732420 -0.36 -1.32 -0.16
C 1.735308 1.739386 7.540171 -2.34 1.33 -0.07
F 3.703387 -2.334307 4.413648 -0.33 1.04 -0.08
S -0.968068 2.551150 0.182344 -1.25 0.36 -3.07
F 4.506339 4.045764 5.552880 -0.21 -0.25 -0.80
O -1.212703 2.378770 4.053078 0.53 0.20 -1.82
H 3.506163 0.172533 -2.352660 -0.02 -0.24 0.00
C -2.424921 -0.220066 -4.486541 -0.46 0.18 -0.05
S -1.639338 2.740647 2.701203 -0.59 -1.09 1.64
F -2.774099 5.127958 2.490361 0.08 0.19 -0.26
P -2.167889 -1.661606 -3.459258 2.00 0.46 1.05
H -0.262412 -0.874713 -2.063176 -0.38 0.18 0.14
C -3.295520 -2.891664 -1.223656 -0.99 -0.44 1.14
O 2.282293 4.419611 6.989577 -1.23 -2.24 -0.74
O -0.542173 -2.014970 0.456837 0.87 0.84 1.76
O 5.743710 0.861814 4.860490 -2.18 -0.69 -0.83
C -2.173281 1.112577 -3.783543 0.35 0.26 0.79
```
Forces are in eV/Å.


# 2
The following is a DFT calculation (ωB97M-V/def2-TZVPD) of a structure of composition C24H36GaP2Si at a distorted geometry.

Computed properties:
charge = +1
DFT total energy = -104290.928 eV
frontier orbital gap (alpha / beta) = 3.13 / 3.15 eV
relative energy (zero: lowest compared OMol25 entry of this formula, charge and spin) = 0.000 eV
LUMO energy (alpha / beta) = -4.594 / -4.592 eV

Structure (XYZ):
```
64
Properties=species:S:1:pos:R:3:forces:R:3
H -2.567171 5.551063 -0.789502 -0.04 -0.20 -0.54
C 1.434668 1.463426 -1.684977 -0.98 0.78 -2.10
H -3.471706 0.371363 -3.422981 -0.09 -0.33 0.11
H 0.970634 1.015269 3.654938 0.32 0.24 -0.11
H -0.322343 -3.466411 -3.955358 -0.10 0.65 0.16
C 1.925693 1.561243 3.679493 -0.56 0.01 0.48
H 2.595926 1.038347 4.385797 -0.13 0.24 -0.59
H -4.186726 -1.700924 -4.658052 0.84 0.17 0.05
H -2.615620 -1.476430 1.722276 -0.19 -0.40 -0.06
C -3.166980 -1.629384 -4.235522 -0.04 0.57 -0.01
H 0.322757 -1.556590 -2.501137 -0.39 0.06 0.16
H 2.447292 -2.959695 -0.147586 -0.52 -0.02 -0.30
H -0.467442 -2.785996 2.524677 -0.26 -0.39 -0.27
P 2.625614 1.851723 2.026184 0.35 -0.31 -0.28
H 0.141209 -4.668183 0.572852 -0.08 -0.12 0.18
C 2.365752 -1.631153 2.841693 -0.30 0.27 -0.18
H 1.428926 -1.299798 3.306756 0.25 -0.23 -0.37
H 4.718519 1.360613 3.203070 -0.20 -0.18 -0.25
H -2.623305 -0.456383 -0.408358 -0.21 -0.18 0.82
P 2.838455 -0.962365 1.142758 -0.90 0.02 1.32
H 2.449451 1.861603 -1.741101 -0.31 0.38 -1.34
H 4.667080 -0.867278 2.634934 0.33 -0.22 -0.13
H -4.984447 5.037595 -0.182582 0.58 0.14 -0.07
H 5.033569 1.824281 1.553931 -0.26 -0.29 -0.02
H 2.635818 4.146903 2.646714 0.13 0.20 -0.44
C -1.716375 -3.923212 -0.399834 0.61 0.32 0.87
C 4.390107 1.177425 2.169469 -0.80 1.68 -0.17
C 2.696501 3.614753 1.687662 0.16 0.27 0.54
H 1.836130 3.855639 1.058231 0.23 0.26 0.13
C -2.807330 -0.489716 -3.494237 0.40 -0.66 0.88
H -0.365963 0.310561 0.040848 -0.23 0.10 -0.56
C -2.641029 -2.911367 -0.022477 0.52 0.22 0.34
Ga 1.477459 0.849707 0.032407 -0.46 -2.28 3.34
C -4.693252 2.938721 -0.218554 0.67 0.30 -0.20
C -1.618590 -0.511698 -2.706479 1.19 -0.41 -1.20
H 1.083911 0.709542 -2.429597 1.14 0.13 0.52
C -2.924967 4.524225 -0.828957 -0.45 -0.79 -0.05
H 3.555008 -3.120371 1.176488 0.37 -0.61 0.24
H -2.566833 -3.526888 -5.024350 0.35 0.31 0.51
C -0.721252 -4.015189 0.609377 -0.55 0.78 -0.26
H 3.227694 -1.409912 3.496190 -0.77 -0.19 -0.12
H 5.217250 -0.462039 1.029067 0.10 0.12 -0.11
C -2.257317 -2.678566 -4.395792 -0.34 0.18 -0.05
C 4.436830 -0.272573 1.762450 0.47 -0.49 -0.75
C -2.489328 2.099199 -0.974112 -0.89 0.76 0.32
C -3.802437 1.890433 -0.456747 0.27 0.36 -0.18
H -4.149123 0.875312 -0.275642 0.08 0.20 0.12
C -2.217155 -2.353788 1.211211 0.37 -0.29 -0.38
H -1.171813 3.576240 -1.788222 0.07 0.52 0.49
C -2.089913 3.451555 -1.217412 -0.73 -0.99 0.36
H 4.103220 -2.308694 -0.248600 0.53 -0.11 -0.82
H -5.685890 2.696488 0.185063 0.42 0.34 -0.38
C -1.036955 -3.037966 1.622032 0.19 0.26 -0.71
C -0.995901 -2.611702 -3.798629 -0.16 -0.18 -0.38
C 3.253259 -2.478210 0.373689 0.55 -0.53 -0.29
H 3.641934 3.832114 1.173481 -0.35 0.16 0.09
C -4.251755 4.262820 -0.412784 0.11 -0.90 0.42
H 0.575422 2.175593 -1.803487 1.25 0.15 0.41
H 2.351592 -2.707358 2.636021 -0.45 0.26 0.49
H -1.733419 -4.478265 -1.328760 -0.09 -0.11 0.13
H 1.729745 2.558866 4.079644 -0.09 -0.11 0.17
H -3.477059 -2.587853 -0.640413 0.08 -0.08 0.24
C -0.660921 -1.531594 -2.976314 -0.88 -0.17 0.19
Si -1.697101 0.394927 -1.070848 -0.15 0.34 -0.44
```
Forces are in eV/Å.


# 3
The following is a DFT calculation (ωB97M-V/def2-TZVPD) of a structure of composition C24H36MoN3OSSi.

Computed properties:
charge = +1
DFT total energy = -52555.284 eV
frontier orbital gap (alpha / beta) = 7.67 / 7.12 eV
relative energy (zero: lowest compared OMol25 entry of this formula, charge and spin) = 0.424 eV
LUMO energy (alpha / beta) = -2.467 / -3.223 eV
spin multiplicity = 3

Structure (XYZ):
```
67
Properties=species:S:1:pos:R:3:forces:R:3
H -1.954610 1.146243 -4.314206 0.02 0.02 -0.03
H 1.208937 1.629431 4.569784 0.00 0.00 0.00
C 3.292532 -1.701363 1.431568 0.01 0.00 0.00
C 0.465636 2.041260 3.896359 0.01 0.00 0.00
H -3.255318 0.472084 -2.796179 -0.01 -0.04 0.03
H -0.166548 -3.427675 -1.008443 0.00 0.00 0.00
H -2.945227 5.301240 -3.686008 0.00 0.00 0.00
C -1.882473 2.867707 2.452818 0.00 0.00 0.00
C -1.082650 -1.378801 3.030535 -0.02 0.00 -0.02
H 1.595923 -4.793453 -0.131073 0.00 0.00 0.00
N -3.270795 -0.290066 -2.137894 -0.02 -0.01 0.05
H -3.166903 -2.479102 1.230625 0.00 0.00 0.00
C -3.397437 -1.997072 2.183235 0.00 0.00 0.00
H -1.733378 3.004629 -0.434951 0.02 -0.01 0.02
H 0.997183 2.530192 3.077856 0.00 0.00 0.00
H -2.329548 2.598877 -5.218115 -0.01 -0.01 0.00
H 1.937739 -0.356307 3.785900 0.00 0.00 0.00
H 0.491091 2.712735 -3.105558 0.00 0.00 0.00
H -4.765785 0.642813 2.426278 0.00 0.00 0.00
H -0.955436 3.420508 2.321996 0.00 0.00 0.00
Si -1.932199 3.200769 -2.877936 0.01 0.04 0.05
C -2.374222 -0.947054 2.532653 -0.01 0.01 -0.01
H -4.395434 -1.575944 2.112309 0.00 0.00 0.00
H 3.853153 -4.998367 0.847073 0.00 0.00 0.00
H 0.231427 4.248325 -2.268989 0.00 0.00 0.00
C 3.331908 -4.052059 0.865025 0.00 0.00 0.00
H 0.254379 -3.074981 3.063322 0.00 0.00 0.00
H -3.135722 2.064749 -0.917094 0.00 0.00 0.00
C 1.376040 -2.715010 0.359572 0.00 0.01 0.00
C -0.127863 3.611849 -3.080518 0.00 0.00 -0.01
H -2.385744 3.267760 3.337113 0.00 0.00 0.00
C -2.151698 -0.526608 -1.408130 0.00 0.00 -0.02
H -4.186868 0.236503 0.814273 0.00 0.00 0.00
N -1.851420 -1.698106 -0.991870 0.01 -0.01 0.00
C -2.110943 2.316230 -1.194034 -0.03 -0.02 -0.02
H -2.512835 3.082802 1.596380 0.00 0.00 -0.01
H 3.769975 -0.817933 1.834908 0.00 0.00 0.00
C -0.204644 -0.386187 3.580295 -0.01 0.00 0.01
S -1.064753 0.845070 -1.011252 -0.02 0.01 0.00
H 0.035571 4.150277 -4.016182 0.01 0.00 0.00
H 4.938324 -2.990669 1.823108 0.00 0.00 0.00
C 1.067421 -0.790471 4.277968 0.00 0.00 -0.01
C 1.991628 -1.569526 0.921607 -0.01 0.00 0.00
C 2.074118 -3.935588 0.327604 0.00 0.00 0.00
H -1.133229 -3.226510 4.147226 0.00 0.00 0.00
Mo -0.548251 -0.091549 1.321474 0.09 -0.02 0.01
H 1.050512 -0.437950 5.310401 0.00 0.00 0.00
N -0.733542 -1.678313 -0.142702 -0.01 -0.02 0.01
H -2.679868 5.375243 -1.947353 0.00 0.00 0.00
C -0.480341 0.983986 3.386689 0.00 -0.01 0.00
C -0.803890 -2.853675 3.174062 0.00 0.00 -0.01
H -1.324242 -3.420659 2.405488 0.00 0.00 0.00
C -1.619022 1.392108 2.617381 -0.01 0.03 0.01
O 1.406570 -0.383476 0.952469 0.00 0.02 -0.01
H -3.760360 -1.118449 -2.444294 0.00 -0.01 0.00
H 1.200308 -1.865759 4.302719 0.00 0.00 0.00
H -3.578690 1.878369 -4.228007 -0.01 0.02 -0.02
H -4.049276 4.466652 -2.596739 0.00 0.00 0.00
C 3.938776 -2.917049 1.413891 0.00 0.00 0.00
H -3.987547 1.866074 1.447015 0.00 0.00 0.00
C -2.637136 0.406481 2.313260 -0.01 0.01 0.00
C -3.000672 4.722569 -2.761778 0.00 0.00 -0.02
C -3.959365 0.814699 1.710501 0.00 0.00 0.00
H -3.418270 -2.769100 2.950673 0.00 0.00 0.00
C 0.100344 -2.645399 -0.300512 0.00 -0.01 0.01
H -0.084836 2.810208 4.438851 0.00 0.00 0.00
C -2.506111 2.088790 -4.268345 0.00 0.01 -0.04
```
Forces are in eV/Å.